Entry 1:
Below is a molecular structure, C3H10N5Re, with properties calculated with ωB97M-V/def2-TZVPD.

```
19
Properties=species:S:1:pos:R:3:forces:R:3:mulliken_charge:R:1
C 1.922146 0.859319 -0.177887 1.472 2.501 -1.117 -1.427
Re -0.094458 -0.414865 -0.699920 2.709 2.194 -1.469 0.690
N -1.124040 -2.063324 -0.324482 -1.936 -1.893 -0.008 -0.738
N 0.397796 -0.195206 -2.761757 -0.045 0.692 -1.347 -0.783
H -2.054128 -1.813216 0.025322 -0.052 -0.188 0.046 0.346
H 1.946001 -0.231224 -0.119540 -1.752 -1.009 0.021 0.328
H 2.356387 1.043508 0.799419 0.396 0.291 0.033 0.407
H 1.302443 1.826690 -0.329910 -0.296 -2.215 0.003 0.367
H 2.667750 0.912633 -0.989387 0.300 0.578 0.568 0.420
H -0.442065 0.023384 -3.311070 0.216 -0.107 0.197 0.355
H 0.781407 -1.022598 -3.174004 0.417 -0.712 -0.482 0.344
H 1.059095 0.556859 -3.007800 -0.200 -0.295 0.336 0.320
H -1.268995 -2.642755 -1.143683 -0.173 -0.347 -0.004 0.319
H -0.683283 -2.651825 0.374487 0.123 -0.063 0.188 0.354
N -0.669518 0.353195 0.881799 -0.232 -0.323 1.656 -0.507
C -1.097339 0.779660 1.894701 -1.903 1.622 2.232 0.598
N -1.783921 1.362273 2.761338 0.954 -0.569 -0.081 -0.440
C -1.627035 1.547164 4.080451 -0.011 0.171 0.643 0.418
N -1.588241 1.770325 5.221925 0.013 -0.329 -1.416 -0.371
```
Positions in Å, forces in eV/Å.

<S²>: 3.77
total energy: -471.964210 hartree
E_HOMO (alpha / beta): -11.72 / -11.51 eV
2S+1: 4
gap between HOMO and LUMO (alpha / beta): 7.97 / 7.04 eV
charge: +1
LUMO energy (alpha / beta): -3.751 / -4.465 eV

Entry 2:
Below is C3H10N6 in the gas phase, with properties calculated with ωB97M-V/def2-TZVPD.

```
19
Properties=species:S:1:pos:R:3:forces:R:3:mulliken_charge:R:1
C 1.922549 -0.246368 1.263890 -0.156 3.161 3.524 -0.762
N 1.417398 0.758934 0.396730 -3.978 -1.826 -3.340 0.309
N 0.961000 1.908214 0.903025 1.503 0.563 1.408 -0.320
N -0.152553 2.414852 0.762054 -0.827 -0.442 -0.881 -0.548
N -1.161521 1.652971 0.260086 -1.849 -0.491 -1.940 -0.054
N -1.024813 0.238846 0.027776 2.373 1.222 2.610 0.193
C -2.208763 -0.174097 -0.624224 0.945 -1.579 0.800 -1.145
N 0.271958 0.041039 -0.623809 2.134 2.999 -0.782 -0.242
C 0.715023 -1.289897 -1.020881 -2.624 -0.687 0.673 -1.018
H 1.235491 -0.633489 2.015695 -0.748 -0.748 -0.656 0.268
H 2.402774 -0.881432 0.622052 1.501 -2.043 -0.574 0.373
H 2.551358 0.324063 2.000777 0.446 -0.619 -1.084 0.322
H -1.794748 2.068604 -0.504152 1.807 -0.034 1.564 0.288
H -3.035134 0.305450 -0.167979 -0.780 0.575 0.111 0.390
H -2.145047 -0.184356 -1.656458 -0.173 0.962 -2.516 0.440
H -2.260062 -1.201279 -0.402923 -0.658 -1.569 0.427 0.393
H 0.552236 -1.938827 -0.192553 0.034 -1.085 1.026 0.487
H 0.003472 -1.725947 -1.773670 0.886 0.796 0.155 0.281
H 1.749380 -1.437281 -1.285437 0.163 0.844 -0.523 0.345
```
Positions in Å, forces in eV/Å.

relative energy (zero: lowest compared OMol25 entry of this formula, charge and spin): 139.0 kcal per mole
total energy: -448.567212 hartree
E_HOMO: -7.89 eV
2S+1: 1
gap between HOMO and LUMO: 8.79 eV
charge: 0
LUMO energy: 0.899 eV

Entry 3:
Below is a gas-phase ion, C3H10N7O2 (charge +1), with properties calculated with ωB97M-V/def2-TZVPD.

```
22
Properties=species:S:1:pos:R:3:forces:R:3:mulliken_charge:R:1
C 0.800052 1.607201 -1.099616 1.811 0.348 -0.603 0.433
C -1.075057 -1.031835 2.038420 0.172 1.128 -0.019 0.458
C -1.257172 -1.801820 -0.155842 -1.686 -0.404 -0.929 0.849
N 1.598228 2.617141 -1.642034 -5.392 -1.875 -2.344 -0.418
N 0.332743 0.705814 -1.949115 -0.129 0.689 -1.850 -0.300
N -1.853079 -1.207648 3.170383 1.094 0.221 -1.317 -0.419
N -0.961771 -2.848115 -0.948517 1.172 -0.744 1.955 -0.420
N -0.415260 0.084713 1.715840 -1.491 -1.257 0.559 0.002
N 0.163717 0.137930 0.523704 1.345 -1.881 -1.171 -0.348
N 0.719716 1.311350 0.177926 0.059 2.618 2.742 -0.158
O -1.025692 -2.080972 1.152659 0.323 0.811 2.143 -0.410
O -1.866373 -0.830628 -0.522365 -0.152 -0.017 -0.131 -0.566
H 1.550204 2.598077 -2.684061 0.674 0.411 1.641 0.210
H 2.379044 2.846399 -1.187556 3.676 1.230 1.803 0.207
H 0.247079 1.018975 -2.930731 -0.013 -0.794 1.034 0.264
H -0.226936 -0.031282 -1.576355 -0.812 -0.245 0.104 0.150
H -1.612568 -0.806306 4.075734 -0.076 -0.400 -0.555 0.248
H -2.368578 -2.067300 3.101766 -0.136 -0.089 0.576 0.255
H -0.364886 -3.632585 -0.647369 -0.570 0.911 -0.373 0.230
H -1.058988 -2.604781 -1.885132 -0.102 -0.197 -1.818 0.249
H -0.472127 0.908979 2.300029 -0.316 -0.023 0.368 0.223
H 0.829186 1.996695 0.974301 0.549 -0.439 -1.815 0.262
```
Positions in Å, forces in eV/Å.

total energy: -653.792181 hartree
E_HOMO (alpha / beta): -10.33 / -10.34 eV
2S+1: 1
gap between HOMO and LUMO (alpha / beta): 7.73 / 7.73 eV
charge: +1
LUMO energy (alpha / beta): -2.605 / -2.605 eV

Entry 4:
Below is 2 unconnected molecules or ions with the total composition C3H10N9, with properties calculated with ωB97M-V/def2-TZVPD.

```
22
Properties=species:S:1:pos:R:3:forces:R:3:mulliken_charge:R:1
C 2.314081 -1.045664 -0.099340 0.142 -1.464 -0.686 -0.121
C 2.317905 -0.849977 -2.475167 -0.925 1.754 1.635 -0.468
C 0.372384 -0.475245 -1.198365 0.345 -0.157 -0.867 -0.101
N -4.308129 0.498753 1.844980 0.243 -1.981 1.468 -0.253
N -0.312714 0.707462 2.058502 0.340 -0.455 0.747 -0.518
N -3.695508 1.281379 1.205077 -0.513 3.419 -2.149 -0.360
N -1.706126 0.626312 2.055419 -0.604 1.975 -0.334 -0.589
N 2.880365 -1.423147 -1.258816 0.690 0.039 1.555 -0.166
N 0.852485 -0.721243 -2.340647 0.737 -0.464 0.072 -0.424
N 1.130818 -0.473965 0.048671 2.462 -1.193 -7.351 0.079
N -1.739260 1.228995 -0.159514 1.036 0.723 0.286 -0.785
N -2.246516 1.101914 0.996360 -0.264 -3.480 1.050 1.256
H 2.775200 -1.443516 0.749518 0.845 -0.136 1.441 0.417
H 2.658071 0.182766 -2.459191 0.309 0.221 -0.671 0.329
H 2.682830 -1.347260 -3.330879 -0.114 -0.718 -0.927 0.376
H -0.684580 -0.244198 -1.144111 0.213 -0.192 0.598 0.523
H -5.264515 0.865962 1.957813 0.095 -0.095 -0.352 0.328
H -0.128818 0.599038 3.054871 0.285 -0.310 -0.167 0.264
H 3.858505 -1.883639 -1.267953 -2.426 1.011 0.265 0.317
H 0.051293 1.642021 1.866412 -0.429 0.211 -0.559 0.296
H 0.581909 -0.290066 0.793826 -1.743 0.876 4.468 0.341
H -2.389680 1.463319 -0.897465 -0.723 0.415 0.477 0.260
```
Positions in Å, forces in eV/Å.

relative energy (zero: lowest compared OMol25 entry of this formula, charge and spin): 50.5 kcal per mole
total energy: -612.660577 hartree
E_HOMO: -11.90 eV
2S+1: 1
gap between HOMO and LUMO: 8.10 eV
charge: +1
LUMO energy: -3.799 eV

Entry 5:
Below is 2 unconnected molecules or ions with the total composition C3H10NO, with properties calculated with ωB97M-V/def2-TZVPD.

```
15
Properties=species:S:1:pos:R:3:forces:R:3:mulliken_charge:R:1
C -4.672374 2.581069 -1.017907 1.188 -0.975 0.375 -0.588
N -4.054633 1.119764 -1.110457 0.153 -0.291 -0.489 -0.465
H -4.851995 2.844083 0.026566 -0.322 -0.352 -0.259 0.307
H -5.520262 2.750427 -1.690497 0.357 -0.454 0.233 0.305
H -3.770778 3.096417 -1.329559 -0.413 0.829 -0.148 0.299
H -3.386104 0.949433 -0.342684 -0.874 0.054 0.418 0.367
H -4.691698 0.231864 -1.205868 1.451 2.252 -0.115 0.387
H -3.319587 1.256021 -1.853702 -1.515 -1.075 -0.003 0.388
O 3.122666 -1.803878 1.110947 4.593 -2.914 -2.461 -0.521
C 4.242646 -2.386640 0.772440 -5.042 2.349 3.849 0.159
C 5.465739 -1.947030 1.537141 -1.916 1.183 -0.430 -0.757
H 4.282073 -3.224813 0.054228 -0.119 0.450 -0.047 0.326
H 5.141891 -1.061121 2.160749 0.692 -0.752 -1.085 0.238
H 5.925167 -2.634962 2.199490 0.304 -1.149 0.302 0.312
H 6.087245 -1.770628 0.689113 1.464 0.844 -0.140 0.242
```
Positions in Å, forces in eV/Å.

relative energy (zero: lowest compared OMol25 entry of this formula, charge and spin): 51.9 kcal per mole
total energy: -249.971023 hartree
E_HOMO: -11.59 eV
2S+1: 1
gap between HOMO and LUMO: 7.34 eV
charge: +1
LUMO energy: -4.248 eV

Entry 6:
Below is a gas-phase ion, C3H10NO (charge +1), with properties calculated with ωB97M-V/def2-TZVPD.

```
15
Properties=species:S:1:pos:R:3:forces:R:3:mulliken_charge:R:1
C -1.365217 1.264344 -0.251187 -0.436 0.489 1.063 -1.371
C 0.080634 0.721891 -0.111142 -2.115 1.043 -0.995 0.369
O 0.759278 0.842053 -1.342648 1.273 -0.629 0.853 -0.541
C -0.126115 -0.635635 0.480338 2.029 -1.559 0.006 -0.641
N 1.225241 -1.475585 0.478378 1.131 -1.190 2.389 -0.429
H -1.373022 2.225084 -0.768943 0.301 0.178 0.463 0.363
H -1.943154 0.640771 -0.927503 -0.143 -0.482 0.169 0.419
H -1.905186 1.363958 0.755938 0.738 -0.151 -1.511 0.366
H 0.583265 1.300516 0.646660 0.646 0.544 -0.143 0.340
H 0.279667 0.721124 -2.168511 -0.659 -0.069 0.430 0.345
H -0.741403 -1.276727 -0.113104 -0.905 -0.186 -0.033 0.356
H -0.383338 -0.541028 1.558401 -0.109 -0.335 -0.908 0.322
H 1.742396 -1.784499 -0.351203 -0.757 0.743 -0.615 0.342
H 1.926923 -1.007157 1.053541 0.158 0.873 -0.359 0.369
H 1.240038 -2.359108 1.060984 -1.151 0.733 -0.810 0.391
```
Positions in Å, forces in eV/Å.

relative energy (zero: lowest compared OMol25 entry of this formula, charge and spin): 21.8 kcal per mole
total energy: -250.019133 hartree
E_HOMO: -15.11 eV
2S+1: 1
gap between HOMO and LUMO: 11.23 eV
charge: +1
LUMO energy: -3.877 eV

Entry 7:
Below is 2 unconnected molecules or ions with the total composition C3H10NO, with properties calculated with ωB97M-V/def2-TZVPD.

```
15
Properties=species:S:1:pos:R:3:forces:R:3:mulliken_charge:R:1
C 0.708141 1.210540 0.494212 2.382 1.599 -0.346 -0.764
C 0.882904 -1.348000 0.310127 0.993 -2.209 0.154 -0.752
C -1.105133 -0.174494 -0.468311 1.645 3.096 -2.057 -0.508
N 0.437313 -0.057190 -0.201670 -4.918 -0.380 -0.090 0.025
O -1.791746 -0.090123 0.613714 1.746 -0.115 1.475 -0.341
H 1.791195 1.386110 0.257850 -0.700 -0.093 0.692 0.396
H 0.208059 1.992863 -0.122401 -0.066 -0.577 1.017 0.285
H 0.571333 1.275026 1.604428 -0.345 -0.546 -1.266 0.306
H 0.072532 -1.822624 0.936275 1.278 0.825 -0.177 0.293
H 1.040221 -2.057238 -0.537348 -0.320 0.706 0.378 0.362
H 1.899869 -1.271301 0.755790 -1.020 0.084 0.231 0.346
H -1.210740 1.658423 -1.550915 0.101 -1.865 1.000 0.064
H -1.384157 -0.638764 -1.405637 -0.008 -0.636 0.412 0.508
H 0.589849 0.068291 -1.174763 1.576 0.321 -1.089 0.412
H -2.709642 -0.131526 0.488653 -2.344 -0.210 -0.334 0.369
```
Positions in Å, forces in eV/Å.

relative energy (zero: lowest compared OMol25 entry of this formula, charge and spin): 122.2 kcal per mole
total energy: -249.859078 hartree
E_HOMO (alpha / beta): -13.25 / -13.99 eV
2S+1: 1
gap between HOMO and LUMO (alpha / beta): 8.63 / 9.69 eV
charge: +1
LUMO energy (alpha / beta): -4.617 / -4.296 eV

Entry 8:
Below is 2 unconnected molecules or ions with the total composition C3H10NO, with properties calculated with ωB97M-V/def2-TZVPD.

```
15
Properties=species:S:1:pos:R:3:forces:R:3:mulliken_charge:R:1
C 2.378029 -0.046656 1.349113 -2.749 2.167 0.259 -1.081
C 1.280128 -0.129801 0.406139 0.865 -3.343 -0.476 0.187
C 0.557395 0.937921 -0.063429 -1.379 1.659 -0.749 -0.012
N -0.620575 0.842983 -0.936182 2.069 -3.041 -1.071 -0.199
H 2.130069 0.742282 2.118622 0.262 -0.257 -0.472 0.398
H 2.537024 -0.942380 1.822372 0.722 -2.290 0.897 0.376
H 3.265915 0.349268 0.913268 1.312 0.578 -0.730 0.405
H 1.004164 -1.180650 0.007076 0.299 1.636 0.710 0.342
H 0.677943 1.946827 0.278554 0.504 0.449 0.277 0.409
H -0.392798 0.794055 -2.008805 -0.506 0.662 1.916 0.476
H -1.092907 -0.084232 -0.741102 -0.708 0.037 -0.149 0.292
H -1.255780 1.546315 -0.650977 -1.273 1.437 -0.330 0.399
H -3.189068 -1.549253 0.298383 0.767 0.278 -1.904 0.362
H -2.719905 -1.962420 -1.157591 -0.356 -2.356 -1.542 0.327
O -2.739243 -1.266185 -0.559683 0.170 2.383 3.362 -0.681
```
Positions in Å, forces in eV/Å.

<S²>: 0.75
relative energy (zero: lowest compared OMol25 entry of this formula, charge and spin): 72.7 kcal per mole
total energy: -249.485179 hartree
E_HOMO (alpha / beta): -19.67 / -19.67 eV
2S+1: 2
gap between HOMO and LUMO (alpha / beta): 9.40 / 5.36 eV
charge: +2
LUMO energy (alpha / beta): -10.264 / -14.311 eV

Entry 9:
Below is 2 unconnected molecules or ions with the total composition C3H10NO, with properties calculated with ωB97M-V/def2-TZVPD.

```
15
Properties=species:S:1:pos:R:3:forces:R:3:mulliken_charge:R:1
C -0.705012 2.182769 1.599909 -0.495 -0.791 0.393 -1.145
C -0.313998 0.878499 1.108984 0.678 1.376 2.084 0.249
C -0.438100 0.544153 -0.214516 0.137 -0.397 -0.984 -0.134
N -0.089561 -0.806483 -0.699893 -0.787 1.775 0.790 -0.276
H -0.045259 3.032237 1.364926 0.789 0.158 -0.367 0.434
H -1.586048 2.581648 1.069661 -0.242 -0.079 0.144 0.407
H -0.725177 2.201133 2.697642 -0.294 0.069 -0.247 0.366
H 0.153952 0.229634 1.854523 -0.183 -0.294 -0.301 0.370
H -0.746032 1.353401 -0.884747 -0.015 -0.758 -0.500 0.392
H 0.255829 -0.779588 -1.667454 -0.035 -0.629 -0.190 0.428
H 0.615506 -1.270852 -0.112537 0.257 -0.019 -0.244 0.460
H -0.939318 -1.388149 -0.614071 0.015 -0.256 -0.579 0.412
H 2.078200 -2.648170 -2.288696 0.187 0.116 -0.474 0.356
H 1.285497 -3.430948 -1.315539 -0.204 -0.763 0.233 0.341
O 1.199519 -2.679283 -1.898193 0.194 0.492 0.241 -0.661
```
Positions in Å, forces in eV/Å.

<S²>: 0.76
relative energy (zero: lowest compared OMol25 entry of this formula, charge and spin): 67.5 kcal per mole
total energy: -249.493420 hartree
E_HOMO (alpha / beta): -19.85 / -19.83 eV
2S+1: 2
gap between HOMO and LUMO (alpha / beta): 9.69 / 5.65 eV
charge: +2
LUMO energy (alpha / beta): -10.162 / -14.180 eV

Entry 10:
Below is a molecular structure, C3H10NO2, with properties calculated with ωB97M-V/def2-TZVPD.

```
16
Properties=species:S:1:pos:R:3:forces:R:3:mulliken_charge:R:1
C 0.982225 -0.568082 -0.889181 2.013 2.108 -0.582 -0.454
C -0.452718 -0.357958 -0.392149 -0.074 1.348 -0.382 -0.179
C -0.647336 1.201723 -0.245214 -0.848 0.113 -1.094 -0.570
O -1.505459 1.480912 0.706376 -2.854 0.193 3.116 -0.679
N 1.367392 -1.950759 -1.186805 0.623 0.647 -0.548 -0.646
H 1.720497 -0.097012 -0.108155 -1.450 -1.280 -0.889 0.264
H 1.371309 0.203427 -1.796948 -1.648 -2.277 1.776 0.238
H -1.346173 -0.794252 -0.977855 1.679 0.508 0.443 0.187
H -0.563680 -0.732646 0.653125 0.205 0.094 -0.699 0.204
H -1.169196 1.727346 -1.091444 1.279 -0.873 -0.853 0.226
H 0.244496 1.779694 0.015291 1.291 -0.473 -0.714 0.257
H 0.812458 -2.278335 -1.964791 -0.114 -0.182 0.075 0.245
H 1.198129 -2.544545 -0.393660 -0.231 -0.123 0.221 0.261
H -1.179557 1.165538 1.815735 -0.175 0.532 0.363 0.364
H 0.010351 0.747799 2.850228 3.329 -1.032 -0.202 0.203
O -0.842740 1.017144 3.005443 -3.025 0.698 -0.032 -0.920
```
Positions in Å, forces in eV/Å.

relative energy (zero: lowest compared OMol25 entry of this formula, charge and spin): 40.0 kcal per mole
total energy: -325.490895 hartree
E_HOMO: -3.43 eV
2S+1: 1
gap between HOMO and LUMO: 7.40 eV
charge: -1
LUMO energy: 3.968 eV